Computed, not measured: a molecular structure, C37H26N7ReS2, with ωB97M-V with the def2-TZVPD basis set.

Last column: Mulliken charge in e.
Positions of all 73 atoms, in Å:
Re1 0.20295 -0.42915 0.09434  0.87
C1 -0.51675 1.29842 -3.85668  -0.84
C2 0.26354 2.44984 -3.88110  -0.44
C3 1.17812 2.65420 -2.87576  -0.54
C4 1.30801 1.72828 -1.83650  0.44
N1 0.50885 0.63205 -1.78989  -0.37
C5 -0.35793 0.43443 -2.80275  0.05
N2 2.32074 2.00596 -0.93205  -0.57
C6 2.73393 1.14510 -0.08143  -0.48
N3 2.14030 -0.06827 0.22861  0.61
C7 3.05532 -0.86949 0.89242  0.46
N4 3.01550 -2.14242 0.97923  -0.55
C8 2.14753 -2.88814 0.20284  0.30
C9 2.47768 -4.24229 0.07668  -0.63
C10 1.79100 -5.04305 -0.80155  -0.32
C11 0.78271 -4.47557 -1.57816  -1.03
C12 0.47886 -3.15315 -1.38481  0.01
N5 1.10011 -2.36534 -0.48262  -0.06
C13 4.17063 -0.00064 1.31747  -0.11
C14 5.28994 -0.26084 2.08124  -0.33
C15 6.19814 0.77865 2.25427  -0.58
C16 6.00002 2.01987 1.65308  -0.68
C17 4.88583 2.26490 0.85733  -0.37
C18 3.97408 1.23828 0.71421  0.71
H1 -1.24020 1.08167 -4.62876  0.48
H2 0.16084 3.16980 -4.68205  0.46
H3 1.82897 3.51562 -2.85512  0.54
H4 -0.95520 -0.46226 -2.72902  0.01
H5 3.30129 -4.60917 0.67057  0.54
H6 2.04799 -6.08850 -0.90716  0.44
H7 0.23405 -5.05032 -2.30992  0.50
H8 -0.30710 -2.68596 -1.95701  0.32
H9 5.44619 -1.23317 2.52809  0.55
H10 7.07910 0.62031 2.86172  0.43
H11 6.73084 2.80304 1.80346  0.43
H12 4.73331 3.21780 0.36900  0.56
S1 -0.07540 -1.48748 2.20840  -0.45
C19 -1.41165 -2.18959 1.40193  0.40
N6 -1.58886 -1.79881 0.15155  0.29
C20 -2.69702 -2.41927 -0.42958  -1.15
C21 -3.16723 -2.24521 -1.72913  0.59
C22 -4.28271 -2.95272 -2.13549  -1.01
C23 -4.93424 -3.82696 -1.26389  -0.63
C24 -4.47847 -4.00588 0.02870  -0.53
C25 -3.35547 -3.29703 0.43573  0.83
S2 -2.56246 -3.32828 1.99186  -0.25
H13 -2.67235 -1.55752 -2.40194  0.24
H14 -4.65990 -2.82556 -3.14123  0.46
H15 -5.80692 -4.36867 -1.60151  0.42
H16 -4.98293 -4.68186 0.70587  0.43
C26 -3.31253 3.33694 -1.79521  -0.64
C27 -2.22158 3.92855 -1.16699  -0.86
C28 -1.41508 3.18653 -0.32240  0.01
C29 -1.68927 1.83570 -0.10836  -0.91
C30 -2.78501 1.24886 -0.72081  0.14
C31 -3.59555 2.00126 -1.56105  -0.75
N7 -0.79593 1.08601 0.73311  1.36
C32 -0.74241 1.58251 2.07928  -0.09
C33 0.47743 1.80909 2.70223  0.06
C34 0.51072 2.24376 4.01920  -0.83
C35 -0.67069 2.45569 4.71268  -0.57
C36 -1.89042 2.24189 4.08299  -0.79
C37 -1.93024 1.81075 2.76832  -0.15
H17 -3.94543 3.92183 -2.44906  0.43
H18 -2.00237 4.97547 -1.33210  0.46
H19 -0.56640 3.64164 0.17408  0.49
H20 -3.02407 0.21661 -0.50632  0.60
H21 -4.45805 1.53775 -2.02270  0.51
H22 1.39469 1.66821 2.14898  0.30
H23 1.46339 2.42264 4.50016  0.47
H24 -0.64364 2.79420 5.73962  0.41
H25 -2.81446 2.40967 4.62004  0.43
H26 -2.87674 1.63878 2.27082  0.45

Calculated values
Multiplicity ... 2
Charge ... +1
E_tot ... -2683.44423 Ha
Energy above the lowest of the compared OMol25 structures with the same formula, charge and spin ... 17.0 kcal per mole

***

Computed, not measured: a molecular structure, C37H27BrN6O4SV in a non-equilibrium geometry, with ωB97M-V with the def2-TZVPD basis set.

Last column: Mulliken charge in e.
Positions of all 77 atoms, in Å:
V1 -0.45978 -0.48060 3.12603  0.24
Br1 3.39583 4.62292 6.85652  -0.27
C1 2.60488 3.31964 5.70339  0.06
C2 3.40578 2.66284 4.77852  -0.83
C3 2.82824 1.72629 3.93375  -0.21
C4 1.47030 1.41869 4.02058  0.24
O1 0.85932 0.56777 3.24893  -0.23
C5 0.67415 2.05475 5.02789  0.54
C6 -0.67867 1.68740 5.17969  -0.49
N1 -1.30911 0.71781 4.48745  0.38
C7 -2.66026 0.55297 4.62665  0.93
C8 -3.55151 1.35385 5.34952  -1.35
C9 -4.91535 1.06713 5.34413  -0.74
C10 -5.43437 -0.00866 4.65633  -1.04
C11 -4.56558 -0.88270 3.96923  1.09
C12 -4.96470 -2.06281 3.31191  -0.68
C13 -4.00359 -2.85810 2.72758  -1.06
C14 -2.66882 -2.46689 2.74143  -0.32
N2 -2.25941 -1.34013 3.31664  0.52
C15 -3.18102 -0.58355 3.94813  0.32
C16 1.26693 3.04313 5.83812  -0.96
H1 4.46051 2.88912 4.71407  0.42
H2 3.42716 1.22132 3.19141  0.24
H3 -1.24541 2.23732 5.92345  0.14
H4 -3.20413 2.20725 5.91221  0.23
H5 -5.58102 1.71045 5.90721  0.37
H6 -6.50041 -0.20007 4.65752  0.36
H7 -6.01224 -2.33613 3.27840  0.42
H8 -4.27288 -3.79108 2.25049  0.41
H9 -1.89960 -3.07980 2.29028  0.55
H10 0.65701 3.56426 6.56488  0.45
C17 2.93116 -1.22458 -8.74697  -1.40
C18 2.39330 -0.39973 -7.60877  0.80
C19 2.12058 -0.96013 -6.36847  -0.72
C20 1.62225 -0.19822 -5.32144  -0.39
C21 1.41125 1.17040 -5.48781  0.17
N3 0.93857 1.99195 -4.45286  -0.06
C22 1.19939 1.95992 -3.08453  0.29
O2 0.54659 2.64986 -2.32991  -0.68
N4 2.26492 1.17912 -2.72804  -0.17
C23 2.58940 0.70187 -1.44393  0.36
C24 3.59836 -0.25147 -1.33909  -0.37
C25 3.88271 -0.80356 -0.10436  -1.15
C26 3.14248 -0.38848 0.99209  -0.21
N5 2.22213 0.56067 0.90793  -0.02
C27 1.94622 1.10226 -0.27009  -0.47
C28 1.65662 1.73359 -6.74056  -0.64
C29 2.13620 0.95793 -7.77956  -0.68
H11 3.10993 -2.25151 -8.43296  0.33
H12 3.86832 -0.80635 -9.11728  0.32
H13 2.22336 -1.23770 -9.57759  0.33
H14 2.29129 -2.01847 -6.21150  0.30
H15 1.36580 -0.67747 -4.38571  0.82
H16 0.33539 2.75374 -4.71378  0.27
H17 2.79541 0.77228 -3.47896  0.24
H18 4.13568 -0.57189 -2.22648  0.35
H19 4.65187 -1.55660 -0.00023  0.36
H20 3.27717 -0.82702 1.97530  0.47
H21 1.18100 1.86466 -0.29188  0.62
H22 1.46997 2.79014 -6.89055  0.40
H23 2.32491 1.41751 -8.74288  0.37
S1 0.43488 -2.14387 4.03885  -0.58
O3 1.04202 -2.34939 0.47851  -0.69
C30 -0.03158 -1.80913 0.34057  -0.93
N6 -0.65158 -0.96287 1.23670  1.44
C31 -1.81531 -0.47473 0.70063  0.37
O4 -2.48785 0.39184 1.23164  -0.69
C32 -2.06607 -1.16406 -0.59540  0.13
C33 -3.14706 -1.15051 -1.45254  -0.54
C34 -3.06852 -1.92066 -2.60799  -0.51
C35 -1.93027 -2.67083 -2.88540  -0.59
C36 -0.85757 -2.70491 -1.99825  -0.48
C37 -0.94565 -1.95174 -0.84645  0.58
H24 -4.02455 -0.56272 -1.21572  0.52
H25 -3.90144 -1.93530 -3.29989  0.41
H26 -1.88098 -3.25038 -3.79902  0.43
H27 0.01706 -3.30792 -2.20769  0.54

Calculated values
Multiplicity ... 3
Charge ... -1
E_tot ... -5972.08047 Ha
Energy above the lowest of the compared OMol25 structures with the same formula, charge and spin ... 43.6 kcal per mole

***

Computed, not measured: a molecular structure, C37H28BrCsIN5O3STe, with ωB97M-V with the def2-TZVPD basis set.

Last column: Mulliken charge in e.
Positions of all 78 atoms, in Å:
Cs1 0.17666 0.62499 -0.52203  1.06
O1 -0.26033 -2.51470 -1.21807  -0.60
C1 -1.20612 -1.89082 -1.75822  -1.04
N1 -1.08888 -1.06195 -2.76970  0.22
C2 -2.21557 -0.48522 -3.38521  0.07
C3 -3.14937 -1.31909 -3.99730  -0.03
C4 -4.25765 -0.82381 -4.67300  -0.79
C5 -4.41937 0.54756 -4.76055  -0.61
C6 -3.48847 1.40476 -4.18583  -0.71
C7 -2.37143 0.93171 -3.47765  -0.03
N2 -1.45338 1.74596 -2.80561  0.30
C8 -1.39617 3.04557 -3.03275  0.21
O2 -1.99994 3.78917 -3.83926  -0.81
C9 -0.45623 3.80478 -2.08059  0.38
C10 -0.90346 5.03246 -1.58303  -0.87
C11 -0.12753 5.72170 -0.67498  -0.23
C12 1.09947 5.18816 -0.29625  -0.86
C13 1.48512 3.98851 -0.86456  -0.09
N3 0.73397 3.30848 -1.73644  -0.15
C14 -2.52872 -2.03485 -1.02441  0.92
C15 -3.21972 -3.24469 -1.00953  -0.57
C16 -4.36910 -3.34334 -0.25158  -0.42
C17 -4.78183 -2.24053 0.48700  -0.42
C18 -4.01557 -1.08942 0.42240  -0.49
N4 -2.91631 -0.97451 -0.31844  -0.10
H1 -2.97510 -2.38839 -3.94289  0.43
H2 -4.96690 -1.50339 -5.13315  0.35
H3 -5.26819 0.96703 -5.29164  0.35
H4 -3.60651 2.47298 -4.27552  0.44
H5 -1.85812 5.40114 -1.93147  0.43
H6 -0.47282 6.66107 -0.25756  0.38
H7 1.73958 5.67831 0.42557  0.40
H8 2.43200 3.53042 -0.59286  0.45
H9 -2.84109 -4.07863 -1.58542  0.47
H10 -4.93740 -4.26641 -0.22918  0.40
H11 -5.67156 -2.27208 1.10250  0.39
H12 -4.29531 -0.21050 0.99489  0.39
O3 0.19726 0.87809 2.23124  -0.65
N5 0.81708 1.45993 3.21823  0.21
C19 0.07426 1.90165 4.26023  -0.16
C20 0.62536 2.51295 5.35598  -0.87
C21 2.01358 2.67833 5.38423  -0.09
C22 2.75943 2.23483 4.32268  -0.82
C23 2.19214 1.61098 3.18386  0.04
S1 3.10021 1.06624 1.86201  -0.33
H13 -0.98104 1.71417 4.12929  0.43
H14 -0.01684 2.84444 6.15958  0.40
H15 2.49818 3.15172 6.22973  0.36
H16 3.83421 2.34739 4.30673  0.37
C24 0.40412 -4.21582 2.51049  -1.39
Te1 0.34664 -2.14055 1.94677  0.39
C25 0.96956 -1.77724 3.95714  -0.79
C26 0.86328 -3.07953 4.70389  0.32
C27 1.03482 -3.13180 6.08725  -0.58
C28 0.93002 -4.32743 6.77949  -0.51
C29 0.65155 -5.49916 6.08720  -0.48
C30 0.48314 -5.45738 4.71262  -0.59
C31 0.58427 -4.25870 4.00672  0.57
H17 1.23117 -4.71618 2.00623  0.40
H18 -0.52167 -4.70593 2.21153  0.44
H19 0.32835 -1.01610 4.39955  0.33
H20 1.99197 -1.39651 3.94877  0.35
H21 1.24960 -2.21249 6.62099  0.45
H22 1.06133 -4.34580 7.85513  0.37
H23 0.56336 -6.44026 6.61749  0.36
H24 0.26381 -6.36872 4.16662  0.41
Br1 3.90552 -1.96973 -5.89018  -0.24
C32 4.08275 -0.15995 -5.31562  0.24
C33 5.23820 0.50667 -5.70801  -0.50
C34 5.42985 1.82329 -5.32890  -0.43
C35 4.46057 2.46392 -4.56473  -0.72
C36 3.31786 1.78377 -4.18276  0.08
C37 3.10535 0.44870 -4.54506  -0.33
I1 1.30689 -0.42637 -3.85553  0.31
H25 5.97702 -0.01036 -6.30576  0.35
H26 6.32975 2.34398 -5.63263  0.33
H27 4.59220 3.49603 -4.26421  0.37
H28 2.55624 2.28651 -3.59593  0.40

Calculated values
Multiplicity ... 1
Charge ... -2
E_tot ... -5484.38561 Ha
Energy above the lowest of the compared OMol25 structures with the same formula, charge and spin ... 0.0 kcal per mole

***

Which of these has the lowest E_tot? C37H27BrN6O4SV